{
  "formula": "C4H11PS2",
  "method": "the ωB97M-V functional and the def2-TZVPD basis",
  "e_tot_ev": -35283.628,
  "spin_multiplicity": 1,
  "species": ["H", "C", "H", "S", "C", "P", "H", "H", "H", "H", "H", "H", "S", "H", "H", "H", "C", "C"],
  "xyz": [[1.36631, 0.01172, 2.59572], [1.28776, 1.65796, -1.20826], [-4.06186, -0.66267, -0.29684], [0.72896, -2.44466, -0.43785], [-3.01843, -0.75234, -0.62478], [0.50572, -0.63591, 0.20166], [2.01205, 2.45902, -1.32246], [2.51756, 0.07372, -1.23225], [-2.44964, -1.31787, 0.09232], [2.18094, 0.68544, 0.51664], [-0.46369, -0.32801, 2.36597], [0.48926, 2.12582, -0.63710], [-2.13637, 0.84598, -0.26729], [0.78646, 1.19462, -2.17151], [-2.86884, -1.19384, -1.64207], [0.74273, -1.58925, 2.41100], [1.81345, 0.46675, -0.44797], [0.56760, -0.59648, 2.10506]],
  "mulliken_charge": [0.402, -1.104, 0.327, -0.360, -0.665, 0.274, 0.352, 0.314, 0.168, 0.326, 0.242, 0.258, -0.172, 0.291, 0.244, 0.330, -0.322, -0.903]
}